Computed, not measured: one molecule with the formula C5H8ClFO2S, with ωB97M-V with the def2-TZVPD basis set.

The LUMO energy is -0.111 eV. As for the HOMO energy: -9.71 eV. The total charge is 0.

```
18
Properties=species:S:1:pos:R:3:forces:R:3
Cl 0.35788 -2.18390 -1.15547 0.5 0.0 -0.1
S -0.45605 0.25137 0.28746 -1.8 1.2 3.4
F -0.38409 0.19841 2.13051 0.5 -0.2 -0.9
O 2.61396 -0.23151 -1.52256 0.4 0.0 -0.8
O 1.42972 1.57338 -0.93592 -1.1 -0.1 -0.2
C 1.58236 0.27847 -1.19153 1.5 -0.5 0.8
C -1.83783 -0.81076 0.31681 -4.1 1.9 1.0
C 0.42876 -0.51729 -0.73897 1.3 -0.7 -1.5
C 2.56708 2.41515 -0.82724 2.0 -3.3 -1.3
C -2.48990 -1.68860 1.46932 -1.6 3.2 -2.6
H 2.77697 2.76751 -1.84333 0.5 0.2 0.5
H -3.36935 -2.14543 0.93510 1.0 0.1 0.9
H 3.42342 1.80187 -0.36229 -1.1 1.1 -1.0
H -1.78388 -2.31336 1.82286 2.1 -2.6 1.0
H -1.68175 -1.43708 -0.48677 -0.1 -1.2 -1.7
H -2.62204 -0.00002 -0.02941 1.0 -1.8 0.6
H -2.81685 -1.08529 2.30075 -0.2 0.3 0.1
H 2.26160 3.12707 -0.16932 -0.6 2.4 1.6
```
Positions in Å, forces in eV/Å.



Computed, not measured: C28H35Cl2N4O8PSTi as an isolated structure, with ωB97M-V with the def2-TZVPD basis set.

The LUMO energy (alpha / beta) is 0.279 / 0.280 eV. As for the HOMO energy (alpha / beta): -7.01 / -7.01 eV. The total charge is 0.

```
80
Properties=species:S:1:pos:R:3:forces:R:3
Ti 0.09737 -0.78122 0.94617 1.1 -1.7 -1.6
Cl 1.15315 -3.82766 2.32488 0.0 -0.5 0.1
Cl -1.93825 -3.21141 -2.13261 0.1 -0.1 0.0
S -2.12062 1.45676 0.21353 2.4 -1.8 -0.3
P 1.54520 -0.54061 -1.51515 -0.6 -0.4 1.0
O -1.30364 3.08421 2.17552 0.3 -0.5 0.9
O -1.40817 1.06582 3.17995 0.0 1.3 0.0
O -2.16034 -0.98928 1.15694 -1.6 -1.4 1.8
O 2.06711 -1.34809 1.31179 -0.2 -0.3 -0.2
O 3.63478 3.97053 3.49591 1.0 0.2 0.1
O 4.25560 -0.80871 1.41615 -1.1 0.2 0.2
O -3.80669 -2.18080 2.20974 0.1 -0.1 0.3
O -0.53498 0.89629 0.03935 -3.5 1.8 0.0
N -0.52233 -1.22839 2.99386 0.7 -0.2 0.6
N -0.17991 -2.30459 0.11804 -0.2 2.1 1.2
N -1.67571 -2.02232 3.07005 -1.2 -0.6 0.0
N 1.23824 0.84922 2.30582 0.1 0.2 -0.6
C 3.55775 -2.09841 -2.75514 0.7 -0.1 -0.5
C 2.42673 2.14952 -1.24125 -0.2 0.3 -0.1
C -2.13526 3.12812 -0.29223 -0.5 -0.3 -0.7
C 0.18458 0.85799 -3.58391 0.2 0.3 -0.4
C -4.66576 -1.94204 1.07311 0.1 0.2 -0.4
C -2.84250 0.67379 -1.23791 -0.1 0.2 -0.3
C 3.46148 1.72139 2.61458 -0.7 -0.8 -0.4
C 0.71072 2.02388 2.69947 1.3 -0.1 0.5
C -0.29155 -6.39653 -0.34533 0.0 -0.6 -0.1
C 2.57045 0.72454 2.18833 0.3 0.9 0.9
C 0.47609 -0.51863 -3.02551 0.4 -0.6 -0.1
C 0.37536 -5.87186 0.75382 -0.2 0.4 -0.1
C -1.17876 3.68588 -1.09823 0.2 0.6 0.0
C 2.90994 2.91316 3.08029 0.2 0.0 -0.3
C 0.34642 -4.50880 0.95729 -0.5 0.4 -1.0
C 3.05409 -0.59548 1.60035 0.6 0.5 0.0
C -0.79676 2.08366 2.71890 -0.6 0.4 -0.4
C 2.48362 -2.11940 -1.69161 0.1 0.2 0.4
C -2.50798 5.69985 -1.09728 0.2 0.5 -0.3
C 1.53266 3.09126 3.07947 -0.9 -0.7 -0.2
C -3.31498 3.77840 0.04519 0.2 -0.2 0.1
C -1.38270 5.00192 -1.50244 0.5 -0.1 -0.2
C -0.29747 -3.61500 0.01585 0.3 -1.5 -0.2
C 2.82539 0.74829 -1.69460 1.0 -0.2 -0.9
C -2.57978 -1.71715 2.11879 1.8 1.9 -2.2
C -0.99886 -5.60016 -1.23454 0.1 0.2 0.1
C -3.48806 5.09077 -0.33612 -0.4 0.1 0.1
C -1.00569 -4.22724 -1.06556 0.4 -0.1 1.0
H -4.21640 -2.40259 0.18582 -0.1 0.2 0.1
H -0.17130 1.52664 -2.80558 0.0 0.1 0.1
H -2.60989 6.74554 -1.37539 0.0 -0.2 0.0
H 1.78540 -2.95030 -1.86105 -0.1 0.3 0.1
H 1.64524 2.11728 -0.47380 0.1 0.0 0.0
H 1.09628 1.31207 -4.01464 -0.5 -0.1 0.1
H 0.22608 -1.62724 3.56283 -0.3 -0.1 -0.3
H -3.92373 0.91059 -1.26743 0.6 0.0 0.0
H -4.81598 -0.85903 0.90270 0.2 -0.6 0.2
H 3.93794 -3.11770 -2.94047 -0.1 0.4 0.1
H -2.69555 -0.39889 -1.09091 0.0 0.1 0.0
H -0.59695 0.81284 -4.35787 0.3 0.0 0.1
H 4.42570 -1.47259 -2.45928 -0.5 -0.3 -0.2
H -5.61905 -2.42708 1.29202 0.3 0.1 0.2
H -0.28184 3.14213 -1.35593 0.0 0.0 0.0
H 4.52300 1.50173 2.52973 -0.1 0.2 0.1
H 3.17182 -1.71400 -3.70805 0.1 -0.1 0.1
H -0.63256 5.47184 -2.14197 -0.3 0.0 0.2
H 3.68799 0.40770 -1.09028 -0.4 -0.1 -0.2
H -4.04772 3.22607 0.61747 -0.1 0.2 0.2
H -1.97338 -2.43453 3.94434 0.1 0.2 -0.1
H 2.04841 2.74181 -2.08673 0.0 -0.1 0.3
H 3.19026 0.75102 -2.75078 -0.1 0.1 0.7
H 4.60219 3.82283 3.42324 -0.9 -0.1 0.0
H 0.94392 -1.17081 -3.79157 -0.2 0.4 0.3
H -2.32588 1.02572 -2.14570 -0.3 -0.1 0.4
H 1.08606 4.02935 3.38413 0.1 0.0 0.0
H 3.28822 2.67822 -0.81514 -0.2 -0.1 -0.2
H -1.51516 -6.03573 -2.07617 -0.1 -0.1 0.0
H 0.93582 -6.49862 1.43289 -0.1 -0.1 0.0
H -0.79567 -0.21481 3.27554 0.3 -0.3 0.1
H -0.45215 -1.02277 -2.73389 0.2 0.1 0.1
H -4.37996 5.64099 -0.03650 0.2 -0.2 -0.1
H 2.95471 -2.29001 -0.71606 -0.2 0.0 -0.1
H -0.26579 -7.46915 -0.50920 0.0 0.1 0.0
```
Positions in Å, forces in eV/Å.



Computed, not measured: C38H79AsF6NO16S8 as an isolated structure, with ωB97M-V with the def2-TZVPD basis set.

The LUMO energy is 1.503 eV. As for the HOMO energy: -7.21 eV. The total charge is -1.

```
149
Properties=species:S:1:pos:R:3:forces:R:3
As -22.07039 12.55197 23.74158 -1.7 0.5 0.2
S -24.71513 11.34007 29.86114 0.4 -0.3 0.1
S -18.25826 17.59944 23.56801 0.2 -0.1 0.1
S -23.41890 14.87847 17.80462 0.4 -0.4 0.0
S -26.37102 16.00948 23.76779 0.3 0.2 -0.5
S -24.31034 16.57516 27.59697 0.5 0.1 -0.2
S -26.95923 11.91733 19.88587 0.3 -0.7 -0.6
S -25.09991 6.89082 22.16478 0.0 0.3 0.5
S -19.14036 10.04684 27.18780 1.3 0.2 -0.2
F -23.07520 12.60544 25.17573 0.2 -0.1 -0.3
F -20.67728 12.94047 24.70108 0.2 -0.1 -0.2
F -21.13857 12.57854 22.26619 0.3 -0.3 0.4
F -21.86498 10.85161 24.01902 0.7 0.2 -0.2
F -23.47716 12.17091 22.76123 0.2 0.0 0.2
F -22.42406 14.24979 23.53157 0.3 0.0 -0.1
O -26.04981 15.30626 24.98158 0.1 0.0 -0.1
O -23.99807 11.15988 31.10679 0.0 -0.2 -0.2
O -28.24033 11.50827 20.41412 0.2 0.4 0.2
O -18.28093 18.02014 24.94952 -0.1 0.1 -0.1
O -19.97353 8.88771 26.96131 0.0 0.4 0.0
O -24.56313 14.07676 17.44269 0.1 0.2 -0.2
O -23.46646 16.32063 17.70824 -0.1 -0.2 0.0
O -25.94413 7.40181 21.10449 0.1 -0.1 0.2
O -25.11609 5.47507 22.46673 0.1 0.3 -0.1
O -26.14601 11.54415 29.91350 0.4 0.0 -0.1
O -24.94138 17.66881 26.88980 0.2 -0.2 0.1
O -27.75375 16.28843 23.46535 0.0 0.0 0.0
O -19.53512 11.10671 28.08717 -0.2 -0.4 0.0
O -18.34170 18.58554 22.51248 0.0 -0.3 0.2
O -26.59384 13.30405 19.73282 -0.3 0.1 0.2
O -25.07084 15.78708 28.53101 -0.1 0.0 0.2
N -18.77908 9.71313 19.98537 0.9 0.3 -1.2
C -23.92786 8.04677 24.24335 -0.2 0.3 0.3
C -19.23500 9.87707 21.34462 -0.4 -0.5 0.8
C -21.27290 13.34131 17.93345 0.3 0.0 0.5
C -19.48038 16.29620 23.29756 0.8 -0.1 0.7
C -25.33323 7.82591 23.70140 -0.6 0.7 -0.5
C -21.92222 14.29347 16.95328 -0.5 0.5 0.3
C -24.78863 10.40033 19.62468 0.3 0.9 0.8
C -25.01900 17.66592 22.13285 -0.1 0.1 -0.3
C -22.07509 15.25657 27.13588 0.3 0.2 0.5
C -22.67178 11.87396 28.24349 0.0 -0.7 0.5
C -25.45455 17.57684 23.59832 0.3 -0.5 0.2
C -19.26417 8.53364 19.29174 -1.2 -0.8 1.2
C -23.44391 15.43718 26.49261 0.4 0.2 0.0
C -25.53527 16.43785 21.34611 -0.5 0.5 -0.3
C -26.74657 11.04401 18.30879 0.2 1.1 -0.4
C -17.12971 10.46157 25.41296 0.1 -0.1 0.2
C -22.86242 14.36223 19.44070 -0.2 0.1 -0.4
C -17.35663 15.16373 22.98926 -0.2 0.4 -1.3
C -25.62349 11.05285 20.73642 -1.2 -1.1 0.4
C -18.94681 8.67112 22.24069 0.6 0.2 -0.2
C -25.64589 15.25651 22.29323 0.3 -0.1 0.0
C -23.39807 7.46828 21.90129 -0.6 0.3 -0.6
C -23.18342 10.47364 27.78044 0.5 0.0 0.7
C -17.47051 9.48722 27.64228 -0.3 -0.6 -0.5
C -21.61985 16.63251 27.64920 -0.2 0.2 0.1
C -24.32959 9.99995 28.68574 -0.9 0.6 -0.3
C -23.07544 8.44553 23.04274 0.6 -0.6 -0.6
C -25.80514 9.88590 18.62092 -0.7 0.0 -0.2
C -18.74604 15.35016 22.34340 -0.7 0.1 0.6
C -21.37678 14.01330 19.32712 -0.2 -0.4 -0.2
C -18.10659 12.08202 19.63997 0.1 0.2 -0.5
C -20.80610 8.40477 19.20034 0.2 0.2 -0.2
C -22.80429 17.20935 28.42002 -0.4 0.2 0.2
C -16.48066 10.30668 26.80768 0.3 -0.7 0.3
C -18.99282 10.92348 19.19775 -0.3 0.2 0.8
C -16.78109 16.54856 23.29918 -0.9 -0.3 0.3
C -23.85995 12.56019 28.88877 -1.0 0.5 -1.3
C -18.57566 10.82329 25.64981 -0.8 0.9 0.1
H -24.12270 11.20005 19.28127 0.0 -0.3 -0.6
H -20.23886 13.14226 17.65287 0.0 0.0 0.0
H -18.71770 15.78596 21.34430 0.2 -0.2 -0.1
H -19.20961 8.90857 23.27166 -0.4 -0.2 -0.1
H -22.80650 16.87835 29.45944 -0.2 -0.3 -0.1
H -24.15897 9.60837 20.02506 -0.1 0.0 0.0
H -23.50858 10.56925 26.74703 -0.1 -0.2 0.0
H -16.24132 16.95144 22.44839 0.2 0.2 0.2
H -16.63101 11.25142 24.85266 0.0 0.0 -0.1
H -22.90162 18.29315 28.47032 0.1 0.0 -0.4
H -18.85715 8.38926 18.29423 0.4 0.4 0.0
H -26.18338 10.25997 21.24854 0.1 0.0 0.0
H -17.01688 9.53211 24.85165 0.0 0.0 0.1
H -23.22537 15.13514 20.11348 0.4 -0.1 0.3
H -25.37289 18.58401 21.66391 -0.1 0.0 0.0
H -22.13979 14.59021 27.99834 0.0 -0.1 -0.1
H -22.32768 12.40621 27.36284 0.1 0.2 0.1
H -19.34650 10.67270 24.89383 0.3 -0.4 -0.2
H -22.76954 6.59200 21.75564 0.1 0.0 0.4
H -18.32650 12.51741 20.61362 -0.2 -0.2 0.1
H -22.36610 9.75678 27.84071 0.1 0.1 -0.3
H -26.40107 9.11620 19.12016 0.2 -0.2 0.0
H -23.40246 13.42866 19.59902 -0.2 0.1 0.3
H -23.96518 8.87370 24.95310 0.2 -0.2 0.2
H -17.86988 8.47222 22.25788 0.0 0.0 -0.2
H -26.52855 16.64039 20.93740 0.0 0.1 0.2
H -21.32323 17.27413 26.81669 -0.1 0.0 0.0
H -24.91600 16.28465 20.46208 0.1 -0.3 0.2
H -23.30011 15.89169 25.51371 -0.4 0.1 0.0
H -15.58149 9.70001 26.67814 0.1 0.1 0.1
H -16.23931 16.54344 24.23951 0.3 0.3 -0.2
H -24.03368 14.53166 26.41180 -0.1 0.0 -0.1
H -26.32205 11.79000 17.62795 0.4 -0.1 0.2
H -20.67427 14.84137 19.42509 -0.2 0.2 -0.1
H -18.79254 10.75056 18.13934 0.0 -0.3 0.0
H -19.23383 14.37739 22.33819 -0.3 0.1 -0.3
H -21.34384 15.21763 16.90213 0.2 -0.1 -0.3
H -18.72846 10.71153 21.83125 0.1 0.2 -0.4
H -25.17444 11.66468 21.51201 0.3 0.2 -0.4
H -26.10175 18.36974 23.96154 -0.1 0.0 -0.1
H -17.38665 8.46612 27.26143 -0.3 -0.1 0.1
H -26.13716 7.41020 24.30777 0.5 -0.7 0.2
H -21.26696 9.29430 18.76484 0.0 -0.1 -0.1
H -23.52410 7.15221 24.71798 0.0 0.0 0.1
H -25.24966 9.94117 28.10087 0.0 -0.1 0.1
H -21.78233 12.37861 18.02151 -0.1 0.0 -0.4
H -21.26298 8.24044 20.17774 0.1 0.1 0.0
H -20.30950 10.12030 21.40230 0.0 0.0 -0.1
H -19.42362 7.75609 21.89226 -0.3 0.0 0.3
H -24.23118 9.06430 29.22884 0.4 0.1 0.1
H -17.42241 9.41818 28.72603 0.3 0.5 0.0
H -23.93145 17.69946 22.05016 0.0 -0.1 0.2
H -23.75911 13.52645 29.37735 0.3 -0.2 0.4
H -22.00157 8.42099 23.23334 -0.1 -0.1 0.3
H -18.59471 11.89829 25.84381 -0.3 -0.1 0.3
H -22.18523 13.91997 15.96786 0.0 -0.1 0.0
H -18.96614 7.67983 19.90735 0.3 -0.1 -0.4
H -20.76746 16.56941 28.32512 0.1 -0.1 -0.1
H -26.29759 14.47050 21.91610 -0.1 0.1 0.1
H -27.73144 10.84638 17.89092 0.0 -0.5 0.4
H -19.54519 15.77815 24.25886 -0.1 0.1 0.1
H -21.05638 7.54313 18.57899 -0.1 0.0 0.0
H -23.45149 8.00036 20.95208 0.1 -0.2 0.0
H -25.38664 9.44904 17.71596 0.2 0.1 0.0
H -17.06099 11.76900 19.62516 0.0 0.0 0.0
H -20.44635 16.75741 23.11219 0.1 -0.1 -0.6
H -17.47213 14.55196 23.88078 0.2 -0.1 0.0
H -21.14941 13.28787 20.10576 0.2 0.1 0.1
H -21.33605 14.85141 26.44616 -0.2 -0.2 -0.1
H -24.59078 17.52388 24.25842 -0.1 -0.1 0.2
H -24.57249 12.75450 28.07252 -0.1 0.1 0.1
H -18.22172 12.88128 18.90040 0.1 0.1 0.1
H -25.75688 8.80866 23.45966 0.2 -0.1 -0.5
H -16.75439 14.68194 22.21723 0.3 -0.3 0.5
H -20.05657 11.20558 19.28958 0.1 0.2 -0.2
H -23.23527 9.47007 22.71077 -0.5 0.0 0.1
H -16.14790 11.21535 27.30697 -0.4 0.3 -0.2
H -24.66965 14.82105 22.52201 0.0 0.1 0.3
H -21.84371 11.74515 28.93877 0.0 0.1 0.0
```
Positions in Å, forces in eV/Å.



We obtain relative energy (zero: lowest compared OMol25 entry of this formula, charge and spin) values of 8.3; 0.0; 0.0 kcal per mole for the records listed above, in that order.
We obtain F_max values of 4.67; 3.98; 1.93 eV Å⁻¹ for the records listed above, in that order.